Record 1
{
  "formula": "C42H36F5IrN4PS",
  "method": "ωB97M-V/def2-TZVPD",
  "elements": ["Ir", "F", "C", "C", "F", "C", "F", "C", "S", "C", "F", "C", "F", "C", "C", "N", "C", "C", "C", "C", "C", "C", "C", "C", "C", "N", "C", "H", "H", "H", "H", "H", "H", "H", "H", "C", "C", "C", "C", "C", "C", "P", "C", "C", "C", "C", "C", "C", "C", "C", "C", "C", "C", "C", "H", "H", "H", "H", "H", "H", "H", "H", "H", "H", "H", "H", "H", "H", "C", "C", "N", "C", "C", "C", "C", "N", "H", "H", "H", "H", "H", "H", "H", "H", "H", "H", "H", "H", "H", "H"],
  "positions_angstrom": [[0.0910, -0.7980, -0.1847], [4.3792, -3.3437, 4.8824], [3.3054, -2.8685, 4.2830], [3.4223, -2.2575, 3.0414], [4.6107, -2.1547, 2.4572], [2.2959, -1.7594, 2.4203], [2.4091, -1.1685, 1.2078], [1.0351, -1.8551, 2.9959], [-0.4163, -1.2445, 2.2401], [0.9384, -2.4744, 4.2417], [-0.2537, -2.5893, 4.8163], [2.0572, -2.9775, 4.8838], [1.9366, -3.5627, 6.0619], [3.3338, -2.9820, -2.4841], [2.6098, -2.0498, -1.7406], [1.3677, -2.2726, -1.3400], [0.7790, -3.4476, -1.6389], [1.4156, -4.4262, -2.4181], [2.7316, -4.1658, -2.8398], [0.7116, -5.6301, -2.7367], [-0.5403, -5.8466, -2.2760], [-1.1972, -4.8821, -1.4467], [-2.4825, -5.0753, -0.9109], [-3.0283, -4.1148, -0.0961], [-2.2879, -2.9643, 0.1849], [-1.0869, -2.7552, -0.3158], [-0.5327, -3.6856, -1.1280], [4.3488, -2.7578, -2.7790], [3.0452, -1.1006, -1.4582], [3.2585, -4.8983, -3.4378], [1.2068, -6.3624, -3.3607], [-1.0637, -6.7635, -2.5130], [-3.0262, -5.9821, -1.1434], [-4.0102, -4.2359, 0.3372], [-2.6742, -2.2035, 0.8506], [2.0885, 4.2102, 2.1992], [2.1305, 2.9731, 2.8288], [1.0846, 2.0787, 2.6540], [-0.0006, 2.4272, 1.8508], [-0.0389, 3.6636, 1.2104], [1.0068, 4.5538, 1.3988], [-1.3523, 1.2360, 1.7063], [-2.6571, 1.6972, 2.8443], [-3.9031, 1.0775, 2.6858], [-4.9369, 1.3865, 3.5486], [-4.7254, 2.2859, 4.5876], [-3.4795, 2.8722, 4.7679], [-2.4361, 2.5727, 3.9080], [-2.0726, 1.2510, 0.0439], [-3.1146, 2.1102, -0.3098], [-3.6941, 1.9845, -1.5613], [-3.2632, 0.9919, -2.4320], [-2.2210, 0.1424, -2.0781], [-1.6056, 0.2789, -0.8467], [2.9036, 4.9094, 2.3321], [2.9681, 2.7102, 3.4612], [1.0995, 1.1138, 3.1482], [-0.8815, 3.9280, 0.5829], [0.9721, 5.5287, 0.9291], [-4.0536, 0.3661, 1.8827], [-5.9048, 0.9213, 3.4201], [-5.5322, 2.5171, 5.2697], [-3.3208, 3.5614, 5.5860], [-1.4644, 3.0287, 4.0496], [-3.4633, 2.8606, 0.3880], [-4.4983, 2.6481, -1.8494], [-3.7340, 0.8844, -3.4001], [-1.9095, -0.6287, -2.7743], [1.5847, -0.0675, -4.3752], [0.6918, 0.5981, -3.3310], [1.3402, 1.7541, -2.7202], [1.3832, 2.9613, -3.5534], [0.2242, 3.8993, -3.2269], [1.8143, 1.7428, -1.4745], [2.7209, 2.8674, -1.0559], [1.5673, 0.7778, -0.6233], [1.0948, -0.9668, -4.7495], [2.5482, -0.3421, -3.9463], [1.7618, 0.5848, -5.2290], [0.4527, -0.1180, -2.5478], [-0.2391, 0.9250, -3.7970], [1.3091, 2.6484, -4.5923], [2.3345, 3.4733, -3.4294], [-0.7329, 3.3969, -3.3747], [0.2549, 4.7712, -3.8788], [0.2719, 4.2398, -2.1920], [3.5903, 2.9108, -1.7130], [3.0713, 2.7064, -0.0394], [2.2186, 3.8317, -1.0888], [2.0581, 0.9183, 0.2499]],
  "total_charge": 2,
  "largest_force_ev_per_a": 2.2,
  "gap_ev": [5.5, 6.3],
  "molar_mass_g_mol": 947.0,
  "de_lowest_kj_mol": 252.5,
  "multiplicity": 2
}

***

Record 2
{
  "formula": "C42H36F5IrN4PS",
  "method": "ωB97M-V/def2-TZVPD",
  "elements": ["Ir", "F", "C", "C", "F", "C", "F", "C", "S", "C", "F", "C", "F", "C", "C", "N", "C", "C", "C", "C", "C", "C", "C", "C", "C", "N", "C", "H", "H", "H", "H", "H", "H", "H", "H", "C", "C", "C", "C", "C", "C", "P", "C", "C", "C", "C", "C", "C", "C", "C", "C", "C", "C", "C", "H", "H", "H", "H", "H", "H", "H", "H", "H", "H", "H", "H", "H", "H", "C", "C", "N", "C", "C", "C", "C", "N", "H", "H", "H", "H", "H", "H", "H", "H", "H", "H", "H", "H", "H", "H"],
  "positions_angstrom": [[0.8920, -0.2357, 0.2214], [0.5818, 2.8841, 6.7859], [0.5381, 2.0566, 5.7727], [1.0544, 2.4498, 4.5407], [1.5922, 3.6505, 4.4079], [1.0021, 1.5797, 3.4733], [1.5179, 1.9718, 2.3097], [0.4453, 0.2972, 3.5813], [0.3281, -0.8657, 2.3160], [-0.0556, -0.0689, 4.8454], [-0.5940, -1.2655, 5.0023], [-0.0187, 0.7910, 5.9277], [-0.5022, 0.4265, 7.0967], [5.1761, -0.4831, 1.7179], [3.7982, -0.2759, 1.6434], [3.1468, -0.2537, 0.4929], [3.8110, -0.4320, -0.6605], [5.1953, -0.6517, -0.6800], [5.8737, -0.6781, 0.5501], [5.8665, -0.8265, -1.9312], [5.1628, -0.7404, -3.0919], [3.7717, -0.5018, -3.1047], [3.0734, -0.3433, -4.3407], [1.7624, -0.0826, -4.3181], [0.9498, -0.0115, -3.0693], [1.7173, -0.1846, -1.8227], [3.0309, -0.3711, -1.8922], [5.6680, -0.4907, 2.6789], [3.2070, -0.1349, 2.5367], [6.9417, -0.8506, 0.5650], [6.9316, -1.0107, -1.9335], [5.6648, -0.8484, -4.0439], [3.6189, -0.4066, -5.2719], [1.2335, 0.0984, -5.2416], [0.5180, 1.0026, -3.0299], [-1.8054, 0.1449, -4.8533], [-2.4091, 0.8669, -3.7903], [-2.2367, 0.4031, -2.4783], [-1.3514, -0.6032, -2.1858], [-0.3081, -0.9696, -3.2052], [-0.8711, -0.7972, -4.5923], [-1.3885, -1.3734, -0.5714], [-3.0490, -2.0299, -0.2626], [-4.0867, -1.9647, -1.1893], [-5.3284, -2.4949, -0.8695], [-5.5397, -3.0762, 0.3713], [-4.5070, -3.1340, 1.3018], [-3.2671, -2.6067, 0.9904], [-0.2616, -2.7564, -0.5413], [-0.4581, -4.0980, -0.8486], [0.6017, -4.9719, -0.6876], [1.8252, -4.5026, -0.2150], [2.0195, -3.1617, 0.0928], [0.9607, -2.2722, -0.0667], [-2.1421, 0.3127, -5.8667], [-3.1204, 1.6511, -4.0024], [-2.8965, 0.7903, -1.7128], [0.0533, -1.9927, -3.0742], [-0.4711, -1.4088, -5.3885], [-3.9291, -1.5235, -2.1639], [-6.1297, -2.4586, -1.5946], [-6.5081, -3.4894, 0.6162], [-4.6714, -3.5891, 2.2682], [-2.4643, -2.6586, 1.7182], [-1.4212, -4.4517, -1.1952], [0.4811, -6.0207, -0.9183], [2.6388, -5.2015, -0.0698], [2.9759, -2.8427, 0.4854], [-3.4304, 1.2509, 1.3734], [-1.9947, 1.6200, 1.7092], [-1.5059, 2.7873, 0.9727], [-2.0882, 4.0652, 1.4254], [-1.2704, 4.6788, 2.5503], [-0.5410, 2.7555, 0.0638], [-0.2770, 4.0239, -0.7065], [0.2381, 1.7127, -0.2204], [-3.7158, 0.3543, 1.9228], [-3.5494, 1.0344, 0.3143], [-4.1346, 2.0357, 1.6411], [-1.3355, 0.7928, 1.4959], [-1.9070, 1.8515, 2.7747], [-3.0979, 3.8467, 1.7656], [-2.1937, 4.7422, 0.5819], [-1.1947, 3.9909, 3.3932], [-1.7472, 5.5886, 2.9098], [-0.2605, 4.9309, 2.2281], [-1.1637, 4.3219, -1.2669], [0.5426, 3.8821, -1.4064], [-0.0099, 4.8419, -0.0399], [0.8017, 1.9784, -1.0167]],
  "total_charge": 2,
  "largest_force_ev_per_a": 0.4,
  "gap_ev": [6.1, 5.6],
  "molar_mass_g_mol": 947.0,
  "de_lowest_kj_mol": 79.4,
  "multiplicity": 6
}